Entry 1:
Molecular formula: C2H3N3O2
Method: DFT, ωB97M-V with the def2-TZVPD basis set

Properties
Electronic energy (eV): -10683.62452
Maximum force (eV Å⁻¹): 3.95
LUMO level (Ha): -0.0353
Energy relative to the best compared isomer or geometry (same formula, charge and spin) (kcal per mole): 111.4
E_HOMO (eV): -10.5346
Orbital gap (eV): 9.57

Positions of all 10 atoms, in Å:
C  -1.610  -1.473  -0.656
C  -0.358  -1.072  -0.164
N  -2.615  -2.051  -0.751
N  -0.221  -0.668  1.008
N  1.221  1.796  -0.721
O  1.707  2.839  -1.062
O  1.393  1.637  0.613
H  0.419  -0.752  -0.855
H  -1.003  -1.017  1.637
H  1.069  0.760  0.952

Computed Mulliken charges, given in elementary charges: C 0.27; C 0.05; N -0.35; N -0.53; N 0.21; O -0.36; O -0.34; H 0.34; H 0.26; H 0.46

***

Entry 2:
Molecular formula: C8H14N4
Method: DFT, ωB97M-V with the def2-TZVPD basis set

Properties
Electronic energy (eV): -14480.94612
Maximum force (eV Å⁻¹): 1.70
LUMO level (Ha): 0.0233
Energy relative to the best compared isomer or geometry (same formula, charge and spin) (kcal per mole): 93.0
E_HOMO (eV): -8.8966
Orbital gap (eV): 9.53

Positions of all 26 atoms, in Å:
C  -3.488  1.972  -0.877
C  -3.511  0.638  -0.192
C  -2.527  -0.282  0.120
C  3.830  0.965  0.567
C  3.941  -0.075  -0.537
C  5.146  -0.509  -0.912
C  2.726  -0.740  -1.044
C  1.494  -0.594  -0.533
H  -2.603  2.008  -1.529
H  -3.428  2.795  -0.163
H  -4.386  2.096  -1.490
H  -1.474  -0.165  -0.015
H  -5.607  0.209  -0.021
H  2.733  0.163  2.084
H  3.906  1.167  2.624
H  3.049  1.674  0.288
H  4.791  1.520  0.530
H  5.289  -1.305  -1.644
H  6.031  -0.065  -0.480
H  2.876  -1.363  -1.931
H  1.229  0.101  0.259
H  0.676  -1.192  -0.932
N  -3.083  -1.367  0.698
N  -4.372  -1.287  0.543
N  -4.644  -0.065  0.084
N  3.708  0.448  1.942

Computed Mulliken charges, given in elementary charges: C -1.06; C 0.64; C -0.23; C -0.83; C 0.98; C -1.06; C -0.16; C -0.88; H 0.28; H 0.26; H 0.33; H 0.24; H 0.21; H 0.26; H 0.24; H 0.33; H 0.43; H 0.27; H 0.28; H 0.26; H 0.21; H 0.26; N -0.26; N -0.62; N 0.21; N -0.57

***

Entry 3:
Molecular formula: C22H31ClCrGeO3SSe2
Method: DFT, ωB97M-V with the def2-TZVPD basis set

Properties
Charge: +1
2S+1: 4
Electronic energy (eV): -268440.73985
Maximum force (eV Å⁻¹): 2.18
LUMO level (spin up / spin down) (Ha): -0.0886 / -0.0761
E_HOMO (spin up / spin down) (eV): -10.3992 / -10.5480
Orbital gap (spin up / spin down) (eV): 7.99 / 8.48
<S²>: 3.838

Positions of all 62 atoms, in Å:
Cr  8.366  8.325  7.019
O  7.809  6.508  12.233
C  8.291  5.642  11.219
C  8.573  6.408  9.896
C  7.227  7.016  9.465
O  7.018  7.464  8.051
C  9.739  7.380  10.204
Se  9.819  8.994  9.071
C  8.947  5.379  8.879
Se  9.309  6.072  7.055
H  7.750  5.986  13.061
H  7.537  4.855  11.004
H  9.223  5.105  11.483
H  6.877  7.813  10.066
H  6.491  6.232  9.534
H  7.111  6.661  7.522
H  10.649  6.835  10.110
H  9.718  7.806  11.165
H  8.072  4.699  8.714
H  9.804  4.776  9.130
O  7.817  10.311  7.299
S  6.785  11.128  6.459
C  7.752  12.211  5.433
C  8.366  13.241  6.342
C  7.259  13.716  7.327
C  6.340  12.525  7.607
H  6.991  12.584  4.685
H  8.462  11.565  4.874
H  8.709  14.128  5.770
H  9.190  12.841  6.871
H  6.674  14.532  6.869
H  7.727  14.078  8.244
H  5.279  12.760  7.584
H  6.528  12.104  8.593
Cl  9.166  8.911  4.894
C  7.588  8.010  5.104
H  7.742  6.987  4.670
H  6.813  8.623  4.664
Ge  12.052  8.642  8.340
C  12.511  10.413  7.810
C  12.040  11.427  8.624
C  12.202  12.754  8.222
C  12.836  13.016  7.002
C  13.312  12.004  6.196
C  13.083  10.670  6.543
C  13.010  7.981  9.874
C  13.513  6.709  9.805
C  14.228  6.175  10.889
C  14.354  6.890  12.071
C  13.792  8.185  12.172
C  13.210  8.728  11.065
H  12.048  7.637  7.162
H  11.463  11.134  9.500
H  11.743  13.559  8.791
H  13.025  14.041  6.679
H  13.875  12.215  5.299
H  13.365  9.805  5.945
H  13.380  6.166  8.882
H  14.637  5.172  10.817
H  14.947  6.437  12.846
H  13.881  8.784  13.055
H  12.833  9.746  11.229

Computed Mulliken charges, given in elementary charges: Cr 0.69; O -0.53; C -1.39; C 2.34; C -1.49; O -0.48; C -1.66; Se 0.04; C -1.79; Se -0.29; H 0.37; H 0.49; H 0.45; H 0.50; H 0.54; H 0.37; H 0.61; H 0.70; H 0.51; H 0.59; O -0.47; S 0.26; C -0.60; C -0.36; C -0.63; C -0.61; H 0.45; H 0.32; H 0.44; H 0.05; H 0.30; H 0.33; H 0.46; H 0.27; Cl -0.23; C -0.78; H 0.42; H 0.40; Ge 0.28; C 0.66; C -0.02; C -0.84; C -0.46; C -0.61; C -0.64; C 0.02; C -0.18; C -0.72; C -0.42; C -0.82; C 0.23; H 0.01; H 0.33; H 0.44; H 0.39; H 0.44; H 0.42; H 0.45; H 0.39; H 0.40; H 0.46; H 0.23

***

Entry 4:
Molecular formula: C13H11BrO
Method: DFT, ωB97M-V with the def2-TZVPD basis set

Properties
2S+1: 3
Electronic energy (eV): -85743.07185
Maximum force (eV Å⁻¹): 7.09
LUMO level (spin up / spin down) (Ha): 0.0277 / -0.0931
E_HOMO (spin up / spin down) (eV): -5.4160 / -9.0594
Orbital gap (spin up / spin down) (eV): 6.17 / 6.53
<S²>: 2.035

Positions of all 26 atoms, in Å:
C  1.844  -1.289  -3.263
C  1.837  -1.676  -1.945
C  0.888  -0.442  -3.751
C  0.872  -1.120  -1.101
C  -0.152  0.031  -3.002
C  -0.134  -0.279  -1.610
C  0.445  1.223  2.343
C  0.321  1.105  1.023
C  -1.311  -0.972  2.633
C  -0.563  1.299  3.419
C  -0.962  0.971  0.391
C  -1.461  0.004  3.459
C  -1.145  0.328  -0.773
O  -1.036  -1.864  1.961
Br  -2.900  0.539  -1.599
H  2.553  -1.606  -3.901
H  2.443  -2.395  -1.378
H  0.954  -0.198  -4.909
H  0.736  -1.446  -0.089
H  -0.888  0.638  -3.427
H  1.499  1.146  2.533
H  1.226  1.055  0.268
H  -0.121  1.425  4.345
H  -1.094  2.274  3.217
H  -1.636  1.424  1.026
H  -2.214  -0.175  4.129

Computed Mulliken charges, given in elementary charges: C -0.60; C -0.68; C -0.36; C -0.15; C -0.75; C 1.08; C -0.54; C -0.12; C 0.83; C -0.80; C -0.93; C -0.80; C -0.01; O -0.38; Br -0.20; H 0.53; H 0.35; H 0.19; H 0.41; H 0.46; H 0.35; H 0.34; H 0.44; H 0.30; H 0.61; H 0.42

***

Entry 5:
Molecular formula: C28H84O14S14
Method: DFT, ωB97M-V with the def2-TZVPD basis set

Properties
Electronic energy (eV): -210736.38397
Maximum force (eV Å⁻¹): 4.00
LUMO level (Ha): -0.0037
Energy relative to the best compared isomer or geometry (same formula, charge and spin) (kcal per mole): 196.4
E_HOMO (eV): -8.5532
Orbital gap (eV): 8.45

Positions of all 140 atoms, in Å:
C  11.819  9.587  -28.849
S  10.843  9.737  -27.308
O  10.455  8.374  -26.839
C  12.229  10.113  -26.167
H  11.051  9.618  -29.623
H  12.281  8.644  -29.143
H  12.212  10.567  -29.117
H  12.983  9.335  -26.286
H  11.766  10.268  -25.193
H  12.812  10.986  -26.461
C  11.261  16.707  -25.904
S  11.509  16.666  -27.730
O  10.728  15.584  -28.451
C  10.862  18.345  -28.245
H  12.247  16.684  -25.440
H  10.594  15.914  -25.565
H  10.829  17.625  -25.507
H  11.033  18.574  -29.297
H  11.240  19.154  -27.620
H  9.781  18.453  -28.157
C  9.844  12.856  -14.840
S  10.403  14.226  -13.710
O  11.179  15.286  -14.522
C  8.773  15.004  -13.277
H  8.956  12.326  -14.497
H  10.774  12.310  -14.999
H  9.619  13.411  -15.751
H  7.862  14.853  -13.856
H  8.941  16.077  -13.183
H  8.638  14.778  -12.219
C  12.371  6.156  -20.720
S  12.792  4.373  -20.749
O  12.398  3.819  -19.378
C  11.385  3.961  -21.921
H  12.331  6.630  -21.701
H  13.039  6.699  -20.051
H  11.355  6.251  -20.336
H  11.040  2.928  -21.970
H  11.876  4.228  -22.857
H  10.524  4.568  -21.641
C  23.112  18.570  -14.815
S  21.878  17.910  -13.581
O  20.645  18.739  -13.944
C  21.573  16.306  -14.437
H  22.505  18.665  -15.716
H  23.837  17.779  -15.009
H  23.508  19.480  -14.365
H  22.481  15.706  -14.494
H  21.608  16.586  -15.489
H  20.632  15.799  -14.220
C  20.446  13.945  -21.267
S  20.616  15.804  -21.310
O  22.163  16.123  -21.222
C  20.342  16.004  -23.113
H  21.147  13.387  -21.889
H  19.439  13.603  -21.507
H  20.664  13.610  -20.253
H  21.008  15.365  -23.693
H  20.600  17.034  -23.358
H  19.324  15.765  -23.423
C  15.336  7.078  -13.718
S  13.822  7.952  -13.066
O  13.816  7.641  -11.590
C  12.580  7.138  -14.149
H  15.321  5.988  -13.712
H  16.289  7.434  -13.325
H  15.482  7.434  -14.738
H  12.370  7.569  -15.128
H  11.570  7.184  -13.742
H  12.907  6.099  -14.179
C  15.752  15.564  -9.424
S  15.778  15.167  -7.596
O  17.144  14.475  -7.474
C  16.151  16.949  -7.151
H  15.730  14.588  -9.908
H  16.575  16.198  -9.752
H  15.124  16.365  -9.813
H  15.328  17.563  -7.518
H  16.985  17.371  -7.713
H  16.209  17.045  -6.067
C  15.633  13.173  -17.264
S  14.530  13.813  -18.525
O  15.353  14.978  -19.216
C  14.293  12.390  -19.742
H  16.652  13.501  -17.469
H  15.717  12.101  -17.443
H  15.351  13.276  -16.216
H  13.643  11.708  -19.194
H  15.229  11.834  -19.801
H  13.808  12.739  -20.653
C  17.875  24.500  -17.497
S  17.219  23.301  -18.637
O  17.574  23.745  -20.054
C  18.176  21.745  -18.375
H  17.324  25.437  -17.418
H  18.947  24.695  -17.475
H  17.654  24.183  -16.477
H  18.941  21.775  -19.151
H  17.538  20.876  -18.536
H  18.737  21.753  -17.441
C  5.571  10.498  -18.561
S  6.730  10.453  -19.995
O  7.953  9.808  -19.474
C  5.982  9.019  -20.914
H  5.601  9.768  -17.751
H  4.621  10.428  -19.089
H  5.480  11.542  -18.261
H  6.726  8.554  -21.561
H  5.073  9.286  -21.453
H  5.762  8.198  -20.232
C  19.953  5.610  -18.195
S  19.776  6.691  -19.657
O  18.765  7.819  -19.316
C  21.328  7.643  -19.509
H  20.023  6.155  -17.254
H  20.890  5.055  -18.239
H  19.211  4.812  -18.220
H  21.296  8.155  -18.547
H  21.541  8.252  -20.387
H  22.127  6.962  -19.218
C  11.377  20.880  -21.024
S  11.137  22.223  -22.312
O  10.177  21.479  -23.195
C  10.099  23.451  -21.330
H  11.886  20.039  -21.494
H  10.597  20.485  -20.374
H  12.075  21.307  -20.303
H  10.721  24.155  -20.778
H  9.323  22.975  -20.731
H  9.544  24.088  -22.018
C  18.878  9.988  -25.248
S  18.988  11.121  -26.690
O  18.378  12.420  -26.133
C  20.878  11.210  -26.768
H  18.158  9.211  -25.504
H  18.451  10.634  -24.481
H  19.827  9.639  -24.841
H  21.276  10.200  -26.670
H  21.338  11.799  -25.975
H  21.352  11.672  -27.634

Mulliken atomic charge list, values in e, 99 entries: C -1.03; S 0.52; O -0.62; C -0.90; H 0.33; H 0.37; H 0.38; H 0.30; H 0.29; H 0.36; C -0.81; S 0.48; O -0.61; C -0.93; H 0.30; H 0.32; H 0.27; H 0.31; H 0.34; H 0.33; C -0.85; S 0.48; O -0.61; C -0.94; H 0.35; H 0.29; H 0.30; H 0.32; H 0.34; H 0.32; C -0.89; S 0.49; O -0.61; C -0.87; H 0.37; H 0.31; H 0.30; H 0.33; H 0.32; H 0.27; C -0.87; S 0.48; O -0.60; C -0.88; H 0.30; H 0.33; H 0.30; H 0.38; H 0.26; H 0.31; C -0.91; S 0.51; O -0.64; C -0.88; H 0.31; H 0.36; H 0.31; H 0.27; H 0.31; H 0.36; C -0.98; S 0.48; O -0.60; C -0.86; H 0.33; H 0.34; H 0.35; H 0.34; H 0.34; H 0.27; C -0.96; S 0.48; O -0.60; C -0.90; H 0.29; H 0.32; H 0.41; H 0.34; H 0.31; H 0.30; C -0.81; S 0.48; O -0.64; C -0.86; H 0.31; H 0.26; H 0.33; H 0.34; H 0.29; H 0.31; C -0.94; S 0.48; O -0.64; C -0.80; H 0.35; H 0.32; H 0.35; H 0.29; H 0.29

***

Q: Which of these has the lowest electronic energy?
A: C22H31ClCrGeO3SSe2

***

Q: Which value of maximum force does entry 4 give?
A: 7.09 eV Å⁻¹